Record 1
The following is a DFT calculation (ωB97M-V with the def2-TZVPD basis set) of 2 unconnected molecules or ions with the total composition C26H29N3O3 in a non-equilibrium geometry.

Last column: Löwdin charge in e.
Cartesian coordinates (Å):
C1 -0.531 5.347 0.628  0.01
N1 -1.610 5.213 -0.332  -0.04
C2 -1.764 6.087 -1.398  -0.01
C3 -2.806 5.647 -2.132  0.00
N2 -3.274 4.488 -1.532  -0.03
C4 -4.357 3.701 -2.095  0.02
C5 -2.567 4.250 -0.399  -0.08
C6 -2.621 3.001 0.383  -0.31
C7 -2.197 3.033 1.796  -0.05
C8 -1.672 1.904 2.341  0.02
C9 -0.910 1.863 3.580  -0.21
C10 0.079 0.864 3.782  -0.01
C11 0.845 0.850 4.945  -0.07
C12 0.720 1.879 5.890  -0.08
C13 -0.237 2.886 5.693  -0.09
C14 -1.061 2.870 4.565  -0.04
O1 -2.986 1.941 -0.171  0.08
H1 -0.582 4.566 1.389  0.08
H2 0.439 5.276 0.118  0.11
H3 -0.588 6.328 1.121  0.11
H4 -1.118 6.932 -1.553  0.14
H5 -3.242 6.057 -3.026  0.14
H6 -4.710 2.970 -1.366  0.10
H7 -5.172 4.378 -2.383  0.10
H8 -4.020 3.171 -2.998  0.12
H9 -2.347 3.974 2.339  0.11
H10 -1.724 0.976 1.767  0.12
H11 0.244 0.129 2.985  0.10
H12 1.549 0.034 5.110  0.11
H13 1.358 1.891 6.775  0.10
H14 -0.346 3.687 6.425  0.10
H15 -1.827 3.637 4.420  0.10
C15 0.976 -1.982 -3.075  -0.09
C16 0.944 -2.447 -1.644  -0.21
O2 -0.305 -1.937 -1.073  -0.03
C17 -0.328 -1.748 0.250  -0.47
C18 -1.689 -1.963 0.857  -0.31
C19 -1.766 -2.036 2.326  -0.08
N3 -2.677 -2.114 0.028  0.06
C20 -3.940 -2.319 0.257  -0.16
C21 -4.913 -2.498 -0.800  -0.23
C22 -6.241 -2.911 -0.525  -0.06
C23 -7.143 -3.126 -1.563  -0.12
C24 -6.760 -2.910 -2.897  -0.13
C25 -5.451 -2.483 -3.176  -0.11
C26 -4.534 -2.277 -2.138  -0.05
O3 0.642 -1.428 0.936  0.01
H16 1.714 -2.555 -3.646  0.07
H17 -0.009 -2.111 -3.541  0.08
H18 1.259 -0.923 -3.122  0.07
H19 0.897 -3.541 -1.597  0.12
H20 1.793 -2.079 -1.060  0.11
H21 -0.756 -1.902 2.719  0.06
H22 -2.412 -1.239 2.726  0.07
H23 -2.169 -3.000 2.674  0.08
H24 -4.308 -2.377 1.295  0.10
H25 -6.528 -3.065 0.516  0.10
H26 -8.155 -3.468 -1.340  0.09
H27 -7.471 -3.084 -3.710  0.09
H28 -5.140 -2.315 -4.207  0.09
H29 -3.514 -1.946 -2.334  0.10

Computed properties:
Multiplicity = 1
LUMO level = -0.06582 hartree
HOMO level = -4.42 eV
Gap between HOMO and LUMO = 2.633 eV
Relative energy (zero: lowest compared OMol25 entry of this formula, charge and spin) = 129.4 kcal per mole

Record 2
The following is a DFT calculation (ωB97M-V with the def2-TZVPD basis set) of C26H29N3O9S2 in the gas phase in a non-equilibrium geometry.

Last column: Löwdin charge in e.
Cartesian coordinates (Å):
C1 0.713 4.543 -1.115  -0.06
C2 0.323 4.345 0.349  -0.24
N1 -0.198 3.033 0.665  -0.25
C3 -1.392 2.562 -0.003  -0.26
C4 -2.630 3.351 0.414  -0.06
S1 0.889 1.895 1.163  0.69
O1 1.880 2.547 1.963  -0.27
O2 0.139 0.821 1.762  -0.30
C5 1.690 1.261 -0.310  -0.26
C6 1.039 0.388 -1.162  -0.04
C7 1.675 -0.046 -2.312  0.01
C8 2.975 0.375 -2.591  -0.24
N2 3.663 -0.045 -3.737  0.15
C9 3.919 -1.271 -4.271  -0.44
O3 4.528 -1.357 -5.313  0.09
C10 3.487 -2.554 -3.565  -0.05
O4 2.960 -2.458 -2.256  0.00
C11 3.769 -2.017 -1.289  -0.42
O5 4.932 -1.710 -1.491  0.12
C12 3.087 -1.891 0.003  -0.05
C13 1.791 -2.381 0.180  0.01
C14 1.146 -2.199 1.376  -0.27
S2 -0.530 -2.806 1.529  0.68
O6 -0.740 -3.826 0.542  -0.29
O7 -0.822 -3.133 2.893  -0.27
N3 -1.367 -1.424 1.051  -0.06
C15 -2.748 -1.382 1.306  -0.30
C16 -3.335 -0.239 1.845  -0.02
C17 -4.700 -0.181 2.031  0.00
C18 -5.508 -1.271 1.706  -0.28
O8 -6.846 -1.109 1.933  -0.09
C19 -7.703 -2.191 1.665  -0.09
C20 -4.918 -2.418 1.190  -0.01
C21 -3.549 -2.469 0.988  -0.02
C22 1.754 -1.519 2.424  -0.04
C23 3.029 -1.026 2.268  0.03
C24 3.720 -1.207 1.062  -0.24
O9 4.954 -0.714 0.955  0.10
C25 3.611 1.274 -1.732  0.01
C26 2.968 1.711 -0.592  -0.06
H1 1.182 5.516 -1.231  0.08
H2 -0.161 4.508 -1.761  0.07
H3 1.416 3.777 -1.435  0.06
H4 1.196 4.468 0.991  0.11
H5 -0.423 5.090 0.638  0.12
H6 -1.273 2.594 -1.094  0.12
H7 -1.513 1.523 0.300  0.08
H8 -3.518 2.856 0.031  0.08
H9 -2.692 3.394 1.497  0.08
H10 -2.601 4.365 0.024  0.07
H11 0.048 0.039 -0.920  0.11
H12 1.173 -0.722 -2.986  0.13
H13 4.207 0.678 -4.197  0.16
H14 2.707 -3.035 -4.162  0.15
H15 4.376 -3.198 -3.569  0.15
H16 1.292 -2.923 -0.607  0.13
H17 -0.883 -0.606 1.417  0.04
H18 -2.710 0.596 2.124  0.11
H19 -5.166 0.700 2.444  0.12
H20 -8.702 -1.849 1.935  0.09
H21 -7.446 -3.067 2.269  0.10
H22 -7.690 -2.464 0.605  0.09
H23 -5.510 -3.284 0.940  0.10
H24 -3.088 -3.359 0.591  0.10
H25 1.214 -1.398 3.349  0.13
H26 3.527 -0.491 3.060  0.13
H27 5.324 -0.955 0.076  0.10
H28 4.614 1.604 -1.955  0.13
H29 3.444 2.384 0.103  0.12

Computed properties:
Multiplicity = 1
LUMO level = -0.00491 hartree
HOMO level = -7.98 eV
Gap between HOMO and LUMO = 7.843 eV

Record 3
The following is a DFT calculation (ωB97M-V with the def2-TZVPD basis set) of a gas-phase ion, C26H29N4O4S2 (charge +1) in a non-equilibrium geometry.

Last column: Löwdin charge in e.
Cartesian coordinates (Å):
C1 -2.714 3.389 3.068  -0.04
C2 -2.333 3.767 4.506  -0.42
C3 -3.543 3.677 5.434  -0.06
N1 -1.221 3.005 5.056  -0.14
C4 -1.484 1.600 5.324  -0.17
C5 -0.291 0.661 5.062  -0.11
C6 0.275 0.964 3.711  -0.21
C7 0.426 2.291 3.429  -0.45
S1 0.934 2.602 1.802  1.19
C8 0.954 0.907 1.505  -0.42
N2 1.311 0.391 0.288  0.11
C9 1.568 1.179 -0.784  -0.43
O1 1.513 2.394 -0.729  0.02
C10 1.874 0.430 -2.036  -0.08
C11 1.517 1.020 -3.251  0.03
C12 1.674 0.326 -4.433  -0.04
C13 2.235 -0.941 -4.380  -0.28
S2 2.228 -1.938 -5.833  0.82
O2 2.036 -1.214 -7.038  -0.23
O3 3.089 -3.063 -5.766  -0.22
N3 0.493 -2.839 -5.640  -0.03
C14 -0.633 -1.995 -6.089  -0.09
C15 -1.184 -1.328 -4.817  -0.07
C16 -0.603 -2.162 -3.714  -0.16
C17 -0.821 -2.124 -2.351  0.01
C18 -0.146 -3.030 -1.543  -0.04
C19 0.709 -3.975 -2.091  -0.04
C20 0.951 -4.012 -3.458  -0.01
C21 0.295 -3.084 -4.239  -0.24
C22 2.702 -1.502 -3.202  -0.03
C23 2.509 -0.815 -2.021  0.02
C24 0.604 0.132 2.603  -0.10
C25 0.669 -1.329 2.496  -0.45
N4 0.695 -2.033 3.642  0.20
O4 0.721 -1.904 1.403  0.00
C26 0.077 3.298 4.471  -0.16
H1 -3.056 2.358 3.008  0.07
H2 -3.519 4.033 2.726  0.08
H3 -1.866 3.512 2.398  0.05
H4 -1.996 4.811 4.503  0.14
H5 -4.284 4.414 5.138  0.08
H6 -4.005 2.695 5.395  0.07
H7 -3.241 3.882 6.457  0.08
H8 -2.318 1.249 4.705  0.11
H9 -1.781 1.499 6.374  0.12
H10 0.474 0.830 5.826  0.13
H11 -0.656 -0.362 5.147  0.11
H12 1.224 -0.635 0.268  0.11
H13 1.099 2.015 -3.236  0.14
H14 1.388 0.744 -5.385  0.13
H15 0.634 -3.680 -6.201  0.18
H16 -0.263 -1.284 -6.830  0.12
H17 -1.393 -2.624 -6.557  0.15
H18 -2.274 -1.344 -4.799  0.14
H19 -0.869 -0.288 -4.725  0.11
H20 -1.504 -1.407 -1.924  0.13
H21 -0.281 -2.994 -0.474  0.10
H22 1.202 -4.684 -1.446  0.12
H23 1.632 -4.727 -3.892  0.13
H24 3.204 -2.455 -3.229  0.13
H25 2.859 -1.241 -1.094  0.13
H26 0.808 -1.590 4.535  0.10
H27 0.790 -3.034 3.581  0.12
H28 0.078 4.310 4.069  0.12
H29 0.825 3.253 5.276  0.13

Computed properties:
Multiplicity = 1
Net charge = +1
LUMO level = -0.14681 hartree
HOMO level = -9.82 eV
Gap between HOMO and LUMO = 5.823 eV
Relative energy (zero: lowest compared OMol25 entry of this formula, charge and spin) = 4.0 kcal per mole